#P
Entry from the OMol25 dataset: C3H10N2O as an isolated structure (ωB97M-V/def2-TZVPD).

```
16
Properties=species:S:1:pos:R:3:lowdin_charge:R:1
C 0.5153 0.6204 -0.5251 -0.328
H -2.6524 1.3195 -0.1443 0.084
H 0.8167 0.9428 -1.5255 0.121
C -2.1850 0.4090 0.2253 -0.093
H 1.1400 2.1618 0.4145 0.041
H -1.4059 0.2075 -1.7058 0.125
H 1.4717 -1.9399 1.2051 0.070
C 1.9803 -1.2437 0.5273 -0.189
H -1.6954 0.6625 1.1653 0.069
H 2.8982 -1.7105 0.1463 0.074
H -0.7870 -1.0054 -0.5661 0.123
N 0.5912 1.3187 0.5358 0.026
H 2.2819 -0.3831 1.1430 0.066
H -2.9191 -0.3755 0.4046 0.079
N -1.1998 -0.0731 -0.7520 -0.004
O 1.1494 -0.9110 -0.5483 -0.263
```

Output
Kohn-Sham gap in eV: 9.25
HOMO level in eV: -8.4489
Total charge: 0
LUMO level in eV: 0.80

---

#Q
Entry from the OMol25 dataset: an isolated molecule of C3H10N2O (ωB97M-V/def2-TZVPD).

```
16
Properties=species:S:1:pos:R:3:lowdin_charge:R:1
H 0.2815 1.3885 1.5914 0.106
H 0.5700 0.4677 -1.3523 0.106
N 1.9997 2.1216 0.0814 0.011
O -0.4238 -2.5343 -0.1950 -0.157
H 1.8153 2.7032 -0.7067 0.046
H -1.6794 0.6296 -0.1715 0.124
H -0.2731 2.3283 0.3486 0.114
H 2.1405 2.8147 0.7320 0.009
C 0.4033 0.2587 -0.2787 -0.239
C -1.5903 -1.4912 -0.2467 -0.179
H -2.1079 -1.7916 0.5613 0.061
N -0.9978 -0.1558 0.0381 -0.119
H -2.0083 -1.3793 -1.2481 0.115
C 0.6210 1.5831 0.5396 -0.253
H 1.1493 -0.5038 0.0900 0.117
H -0.1144 -2.2465 0.7934 0.138
```

Output
Kohn-Sham gap in eV: 9.65
HOMO level in eV: -8.7688
Total charge: 0
LUMO level in eV: 0.88
SMILES: NCCNCO

---

#R
Entry from the OMol25 dataset: a 2-piece molecular cluster, C3H10N2O overall (ωB97M-V/def2-TZVPD).

```
16
Properties=species:S:1:pos:R:3:lowdin_charge:R:1
H -0.6721 2.7619 2.7756 0.071
O 0.3983 -0.8599 -1.2558 0.014
C 0.0507 -1.4312 -2.2611 -0.409
H 0.7909 0.7799 0.1680 0.037
N 0.4821 1.0791 2.2716 -0.191
H -1.0561 -3.0286 -2.9731 0.091
H -1.5068 1.6141 1.6559 0.073
H 0.6262 2.3806 0.6951 0.066
H 0.6961 -1.4998 -3.1515 0.124
H -1.8092 -1.9958 -1.7549 0.101
H 2.1457 1.7188 1.1752 0.069
H 0.2809 0.0862 2.2692 0.081
N -1.0399 -2.2400 -2.3561 0.111
H -1.1812 1.3807 3.4476 0.070
C -0.8017 1.7159 2.4815 -0.187
C 1.1169 1.4337 0.9713 -0.121
```

Output
Kohn-Sham gap in eV: 9.24
HOMO level in eV: -8.4203
Total charge: 0
LUMO level in eV: 0.82
SMILES: NC=O.CNC

---

#S
Entry from the OMol25 dataset: an isolated molecule of C3H10N2O (ωB97M-V/def2-TZVPD).

```
16
Properties=species:S:1:pos:R:3:lowdin_charge:R:1
H 0.5592 -1.5558 1.2303 0.103
H 1.3572 1.2202 1.7303 0.048
H -0.2765 1.2260 -1.3130 0.111
N 0.6381 1.0060 2.4170 -0.013
N 0.3486 -0.6959 0.7631 -0.091
O -0.8508 -0.1899 -2.7206 -0.057
H -1.3140 0.0655 -0.7391 0.098
C 0.6810 -0.5985 -0.6575 -0.198
H -0.0494 -0.5910 -3.0987 0.087
H 1.7148 -0.3963 -0.9540 0.102
C -0.4476 0.1477 -1.4001 -0.277
C -0.3700 0.2031 1.6476 -0.298
H -1.1773 0.7801 1.1718 0.103
H 0.5369 -1.6798 -0.9661 0.128
H 0.2537 1.9259 2.6235 0.049
H -0.7916 -0.4157 2.4399 0.103
```

Output
Kohn-Sham gap in eV: 9.57
HOMO level in eV: -8.6994
Total charge: 0
LUMO level in eV: 0.87
SMILES: NCNCCO

---

Sorted by energy, starting with the most stable: #R, #S, #Q, #P.